# 1
DFT (ωB97M-V/def2-TZVPD) results for a molecular structure, C32H53F3I2N2O13P3 at a distorted geometry.

As for the lowest unoccupied orbital energy: 2.00 eV. Its gap between HOMO and LUMO is 0.2715 hartree. The energy relative to the best compared isomer or geometry (same formula, charge and spin) comes out at 0.0 kJ/mol. The total energy comes out at -115862.1562 eV. Its HOMO energy is -5.38 eV.

The geometry in ORCA input format:
```
! RIJCOSX wB97M-V def2-TZVPD def2/J DEFGRID3
* xyz -1 1
H 6.7145 2.4511 -3.6179
H -5.9333 0.5222 -1.9613
C 2.0534 -1.8865 -4.6004
N 2.8325 -0.8229 -4.9201
O 7.7899 2.5030 -1.1509
O -1.2352 0.3496 -1.3980
H -3.0029 -3.6677 7.3661
H -2.0829 -2.7491 -0.0840
H 4.4157 2.9787 0.3185
H -5.0866 -0.2475 -0.5562
C -4.2141 -2.2773 6.2606
F -6.1473 -2.6142 1.7933
H 2.2501 4.8463 -0.0558
H -1.4859 -1.3244 -4.7998
H -2.5877 -2.6439 -4.4173
C -3.4112 -2.6588 7.4820
C -4.2489 -1.1670 2.3979
F -5.3149 -2.8258 3.8605
C 3.3135 2.8907 0.2035
C 2.5680 0.1566 -4.0322
O 2.8116 1.7497 0.9060
C -2.4965 -1.5295 -4.3731
C 1.6755 0.1826 -2.9345
O -1.1740 -1.1441 9.5349
H -3.8322 -1.9273 -1.0978
C -6.1725 -2.4292 -1.9631
H 0.3712 -2.3912 -0.9737
C -3.7482 -2.0576 -2.1935
C 0.7662 -0.3187 -0.0020
P -0.4146 -1.1831 -1.2277
C 1.0888 -2.0372 -3.5843
C -1.7660 3.3597 -0.7033
O -3.1150 -2.2860 9.7135
H -0.8245 2.7607 -0.6627
C -2.3542 -0.8352 0.9746
O -1.4589 -1.9316 -2.3704
H -5.1294 -2.4475 -3.7119
H 0.5481 -2.9936 -3.4754
H 3.4365 4.8689 1.2682
H -1.6533 4.1201 0.1136
C 2.1795 -0.9944 0.1615
H 8.3502 3.0721 -3.7192
P -3.7009 1.5189 -1.8140
C 8.2595 4.7035 -1.4906
C 8.3917 3.0049 -0.0416
C -2.6074 -1.1680 -2.8521
C -3.0141 2.4927 -0.3381
H 1.5933 1.0837 -2.3055
C 6.8987 0.0064 0.4583
H -5.9785 -2.1973 -0.8964
H -6.2232 -3.5433 -2.0578
H 2.1708 -1.5118 1.1565
H -5.0516 -2.9576 6.1157
H 3.1520 1.0922 -4.2007
O 4.6007 -0.0917 1.4674
H -3.3926 -3.1123 -2.3497
H 7.8427 -0.5886 0.4401
H 0.8707 0.7405 -0.3517
H -7.1109 -1.9229 -2.2760
C -5.2271 0.6979 -1.1144
O 4.2012 0.6122 -0.9472
H -4.7396 -3.4003 9.0333
O -2.8951 -1.4706 2.1623
O 8.5253 4.3596 -0.1299
H 7.0065 0.9307 1.0620
C 7.3086 3.6156 -1.9107
H 6.7258 0.3591 -0.5862
C 5.6781 -0.8583 0.8876
H -4.5999 -1.2588 6.3507
H -4.7204 -0.4983 1.6491
C -2.3239 0.3096 -2.3134
C -4.1669 -2.5109 8.7741
C -3.5414 -0.9818 -5.3917
H -0.7433 -2.2778 0.9761
H 6.2841 3.8269 -1.5881
H 7.8236 5.6989 -1.5652
H 2.2117 -2.7762 -5.2556
H -5.7392 1.4585 -0.4690
H -3.5867 -2.2974 5.3709
F -4.2259 -3.5711 2.1474
O -2.3137 -1.7587 7.6841
C 7.3375 3.3175 -3.3909
H 2.4281 -1.7736 -0.5870
O -3.5553 -1.4978 -6.4593
H 1.8882 4.0142 1.5181
H -2.8918 1.8704 0.5727
C 2.6795 4.2231 0.7640
C -2.1065 -1.6779 9.0265
H -3.1194 -0.4539 0.2634
H 6.9779 4.1709 -3.9681
H 9.2054 4.6848 -2.0404
H -1.7890 0.0636 1.3304
C -1.4691 -1.8665 0.2264
H -4.8306 -1.6414 8.7875
H 0.3509 -0.2167 1.0318
H 5.2823 -1.5056 0.0738
I -4.9949 0.5905 -5.1297
H -4.3212 -0.6802 3.4047
I -1.4222 1.5300 -3.9737
C -5.0210 -2.5411 2.5515
N -5.0675 -1.9474 -2.8295
H -1.8382 3.8783 -1.6793
H -3.8379 3.2189 -0.1058
H 3.0973 2.8822 -0.8879
H 6.0377 -1.5478 1.6951
O 8.7567 2.3498 0.8826
P 3.4628 0.3320 0.3160
C 0.8428 -0.9553 -2.6507
*
```

***

# 2
DFT (ωB97M-V/def2-TZVPD) results for a molecular structure, C9H21INO2P2Ru at a distorted geometry.

As for the lowest unoccupied orbital energy (alpha / beta): -6.88 / -11.04 eV. Its gap between HOMO and LUMO (alpha / beta) is 0.2425 / 0.2246 hartree. The expectation value of S² is 8.778. The total energy comes out at -44498.8634 eV. Its HOMO energy (alpha / beta) is -13.48 / -17.15 eV.

The geometry in ORCA input format:
```
! RIJCOSX wB97M-V def2-TZVPD def2/J DEFGRID3
* xyz 2 6
H -2.2603 2.3159 -3.7517
H 3.7305 0.1453 1.3493
C -3.1481 0.0853 0.6991
H 2.6722 1.3080 2.1946
H 2.4470 0.6285 -2.4809
H 3.4483 -0.4008 -1.4008
H -0.9001 -2.4209 2.5898
C -2.4236 -2.5426 -0.1940
H -2.5696 -2.2483 -1.2406
H -3.1144 0.9015 -3.0280
H 3.9640 1.9099 1.1111
H -3.2120 0.5281 -0.3026
C -2.3738 1.6875 -2.8688
C 1.7319 -1.5760 2.0601
H -2.5430 2.2545 -1.9502
C 3.0578 0.6131 -1.5659
P 2.0228 1.0738 -0.1219
H 3.8885 1.3297 -1.6541
H -1.6874 -3.3548 -0.1461
O 2.5998 -2.3158 2.4122
I -0.4851 0.5911 -2.4679
Ru 0.1981 -0.2981 -0.0871
H -2.9497 0.8766 1.4329
C 0.8330 -1.8477 -0.8276
H 1.2792 3.3030 0.4729
H 1.1216 2.9986 -1.2897
N 0.8634 -0.8149 1.7102
H -3.3780 -2.8828 0.2322
O 1.2713 -2.8510 -1.2398
H -2.6661 -2.2021 2.7643
H 2.7394 3.3410 -0.5737
C 3.2221 1.1146 1.2654
H -1.5347 -0.8662 3.1404
C 1.7614 2.8618 -0.4097
H -4.0969 -0.4141 0.9426
C -1.7288 -1.7133 2.4746
P -1.7806 -1.1183 0.7498
*
```

***

# 3
DFT (ωB97M-V/def2-TZVPD) results for 3 unconnected molecules or ions with the total composition C3H12NO4 at a distorted geometry.

As for the lowest unoccupied orbital energy: 3.78 eV. Its gap between HOMO and LUMO is 0.3098 hartree. The energy relative to the best compared isomer or geometry (same formula, charge and spin) comes out at 64.8 kJ/mol. The total energy comes out at -12986.2242 eV. Its HOMO energy is -4.65 eV.

The geometry in ORCA input format:
```
! RIJCOSX wB97M-V def2-TZVPD def2/J DEFGRID3
* xyz -1 1
O -0.6427 1.3711 0.2281
O -2.4979 1.3716 2.0964
H 1.2534 0.1645 -2.1493
C 1.4252 -1.4481 -0.2060
H 0.6951 1.0663 1.7052
O -1.9669 0.0452 -1.3792
N 1.4069 0.7985 -1.3694
H -1.3475 0.6976 -0.7528
H -0.2372 -0.3657 1.3019
H -2.4878 0.4276 1.8944
H 0.5418 1.3419 -1.3638
C 0.2471 0.5242 0.8603
C 1.4051 0.0572 -0.1308
H -0.3294 -1.4900 -1.0014
H 1.5466 -1.9759 0.7556
H -1.9740 1.6562 1.2852
H 2.3309 0.2779 0.4294
H 2.4182 -1.8268 -0.5322
O 0.4359 -2.1039 -0.9990
H -2.2226 -0.5893 -0.6724
*
```

***

# 4
DFT (ωB97M-V/def2-TZVPD) results for a molecular structure, C31H40F4N6OSSiTi.

As for the lowest unoccupied orbital energy (alpha / beta): 0.03 / 0.02 eV. Its gap between HOMO and LUMO (alpha / beta) is 0.2093 / 0.2638 hartree. The energy relative to the best compared isomer or geometry (same formula, charge and spin) comes out at 2.3 kJ/mol. The expectation value of S² is 2.007. The total energy comes out at -96484.6993 eV. Its HOMO energy (alpha / beta) is -5.66 / -7.16 eV.

The geometry in ORCA input format:
```
! RIJCOSX wB97M-V def2-TZVPD def2/J DEFGRID3
* xyz 0 3
H 1.7526 3.8216 3.0471
C -4.0000 3.0234 0.6975
H 3.3058 -1.7859 3.2341
H 4.1828 -1.5337 -0.8999
H 5.4375 1.3531 2.1493
C 2.8223 1.7001 -3.2047
Si 3.1430 2.2758 1.7278
O 0.9591 1.1789 -1.7284
H 1.0062 -0.3057 5.6165
H 4.0000 4.5927 1.8566
H 6.0991 1.8657 -2.4073
H -0.1910 -1.4346 4.9988
C -1.1916 0.9834 -2.6515
H 5.1749 1.4233 -0.1776
H 3.5056 -3.0106 1.9869
H -3.1332 0.6921 -3.4897
C 2.9552 -2.1064 2.2522
C 1.4625 -2.3937 2.2473
C -3.3490 4.1639 0.2824
H -1.8611 0.1503 3.0436
H -2.6816 -0.7663 1.8040
F -4.1181 0.7736 1.2719
H 4.8052 2.1842 3.5728
C 4.5381 1.5174 2.7482
S 1.3434 -3.5294 -2.2701
H 1.2000 -3.0587 3.0812
H -0.8991 -2.1974 1.3698
C 2.3488 -2.3319 -1.4794
C 1.7652 2.7342 2.9391
H 1.1906 -2.9262 1.3347
C 0.6022 -0.2713 -3.6604
H 3.8745 -2.4965 -3.8044
C -1.9396 1.6983 0.8337
C 0.9415 -0.3488 3.4775
C 4.5074 1.5000 -1.0279
H 4.2532 0.5537 3.1788
C -1.9780 4.0587 0.1361
H -3.8782 5.0832 0.0851
C 4.2526 -1.8145 -3.0401
C -1.3090 2.8875 0.4035
C -1.6521 -0.4990 -4.4943
N 0.6405 -1.1716 2.2901
C 5.0284 1.7535 -2.2874
H 2.9797 4.3762 0.4309
C -0.7831 -1.5416 2.2338
H 1.9527 0.0379 3.3571
H 2.1455 1.7963 -4.0432
Ti 0.7693 0.1121 0.3372
H -1.0850 -2.1226 3.1154
H 3.8886 -0.8078 -3.2488
H -2.3517 -0.9315 -5.1978
N 0.2971 -1.7306 -0.8087
C -1.7104 -0.3465 2.0736
H 4.2643 -3.2272 -1.3930
F -1.2668 5.1298 -0.2516
N -1.3153 -3.1510 -1.7270
N 1.6520 -1.5086 -0.7790
N -1.1790 0.5968 1.0929
H 1.6478 -0.5424 -3.7067
H 0.2785 0.5129 3.4417
H 1.5269 -1.8520 4.9585
C -0.0299 -2.7301 -1.5596
H -2.0023 -2.4745 -1.4250
C -0.3067 -0.8326 -4.5479
H -1.5217 1.6934 -1.9051
N 2.5557 1.2451 0.4648
C 3.8295 -2.2547 -1.6386
C 3.7636 3.9112 1.0353
H 4.6521 3.8169 0.4114
H 0.0517 -1.5350 -5.2908
H 1.9195 2.3071 3.9318
C 0.8114 -1.0384 4.8325
F -5.3350 3.0482 0.8563
C 0.1515 0.6360 -2.7114
F 0.0342 2.8826 0.2764
C 2.3272 1.3921 -1.9543
C -3.3405 1.8343 0.9497
C 4.1894 1.8841 -3.3830
C 3.1266 1.3724 -0.7896
H 0.7799 2.4363 2.5806
C -2.0885 0.4133 -3.5404
H -1.5378 -3.5938 -2.6028
H 5.3396 -1.7951 -3.1117
H 3.1955 -1.3197 1.5333
H 4.5806 2.1193 -4.3634
*
```